Entry from OMol25: a molecular structure, C37H41ClI2N7O6SSr (wB97M-V/def2-TZVPD).

Geometry as XYZ:
```
96
C37H41ClI2N7O6SSr, DFT wB97M-V/def2-TZVPD
Sr -1.898 2.077 -0.709
O 0.575 3.194 2.733
C -0.244 2.768 1.913
O -0.133 2.677 0.653
C -1.583 2.247 2.473
C -1.848 2.048 3.818
C -3.087 1.518 4.167
C -4.016 1.197 3.185
C -3.675 1.432 1.860
N -2.491 1.949 1.548
C -4.554 1.051 0.643
O -5.589 0.434 0.879
O -4.059 1.407 -0.471
H -1.093 2.295 4.551
H -3.325 1.347 5.210
H -4.981 0.765 3.411
I -1.376 2.756 -6.015
C -1.876 4.201 -4.595
C -2.169 5.503 -5.005
C -2.468 6.474 -4.088
I -2.906 8.403 -4.793
C -2.495 6.173 -2.706
C -2.760 7.112 -1.684
C -2.763 6.726 -0.375
C -2.516 5.380 -0.068
N -2.267 4.479 -0.985
C -2.228 4.841 -2.295
C -1.880 3.787 -3.255
O -1.598 2.606 -2.878
H -2.152 5.742 -6.060
H -2.956 8.142 -1.952
H -2.950 7.438 0.417
H -2.523 5.036 0.962
C -0.063 -6.885 0.061
C -0.554 -5.510 -0.421
C 0.547 -4.916 -1.307
C -1.817 -5.758 -1.256
C -0.877 -4.616 0.828
O -1.684 -5.391 1.734
C 0.397 -4.191 1.587
C 1.078 -2.862 1.229
C 2.482 -2.841 1.777
C 3.580 -2.901 0.926
C 4.875 -2.886 1.424
C 5.071 -2.807 2.792
Cl 6.694 -2.769 3.428
C 3.997 -2.748 3.664
C 2.710 -2.766 3.148
C -1.877 -3.442 0.626
N -1.644 -2.325 -0.275
C -1.523 -1.034 0.062
N -1.489 -0.281 -1.016
C -1.609 -1.179 -2.022
N -1.713 -2.425 -1.622
H 0.286 -7.456 -0.800
H -0.869 -7.457 0.525
H 0.772 -6.819 0.762
H 0.708 -5.582 -2.158
H 1.496 -4.833 -0.773
H 0.277 -3.943 -1.704
H -1.618 -6.548 -1.985
H -2.119 -4.868 -1.801
H -2.639 -6.091 -0.620
H -1.134 -6.091 2.098
H 1.143 -4.982 1.485
H 0.121 -4.160 2.646
H 0.521 -2.024 1.653
H 1.115 -2.700 0.154
H 3.423 -2.934 -0.144
H 5.725 -2.920 0.757
H 4.168 -2.679 4.729
H 1.869 -2.709 3.830
H -2.002 -2.996 1.613
H -2.833 -3.888 0.358
H -1.460 -0.686 1.081
H -1.614 -0.897 -3.061
C 2.901 0.834 1.564
N 3.060 1.726 0.430
C 3.544 3.052 0.805
C 2.591 1.426 -0.778
S 1.832 -0.011 -1.179
N 2.862 2.415 -1.767
C 4.110 2.126 -2.458
C 1.760 2.659 -2.694
H 3.873 0.434 1.866
H 2.248 0.013 1.289
H 2.464 1.401 2.386
H 2.793 3.525 1.441
H 3.719 3.653 -0.078
H 4.471 2.938 1.372
H 4.930 2.061 -1.740
H 4.321 2.938 -3.155
H 4.057 1.183 -3.019
H 0.843 2.824 -2.134
H 1.597 1.830 -3.391
H 1.990 3.564 -3.260
```

Its molar mass is 1088.7 g/mol. As for the electronic energy: -3754.0357 a.u. The LUMO energy comes out at 0.075 hartree. Its net charge is -1. The calculation puts the HOMO-LUMO gap at 7.03 eV. The calculation puts the energy above the lowest of the compared OMol25 structures with the same formula, charge and spin at 0.0 kcal per mole. As for the HOMO energy: -0.184 Eh.